(1)
DFT (wB97M-V/def2-TZVPD) results for 11 unconnected molecules or ions with the total composition C34H66Cl21NO3.

Summary:
E_HOMO, hartree: -0.3508
Frontier orbital gap, eV: 9.65
LUMO energy, Eh: 0.0038
SMILES: CCCCCCCCCCCCCC[C@](CCN)(CCCCl)OC(=O)C[C@H]1CO1.ClCCl.ClCCl.ClCCl.ClCCl.ClCCl.ClCCl.ClCCl.ClCCl.ClCCl.ClCCl

The geometry in XYZ format:
```
125
C34H66Cl21NO3 (wB97M-V/def2-TZVPD)
C -4.0211 -2.1104 4.0146
C -5.2681 -3.2106 4.1273
C -6.1957 -3.2024 2.7405
C -5.1643 -3.4932 1.5020
C -5.7279 -4.5062 0.3441
C -5.0234 -4.1379 -1.1277
C -3.6345 -5.0052 -1.3809
C -2.4574 -4.5390 -0.3057
C -0.9372 -4.5782 -0.9492
C 0.2209 -3.9630 0.0871
C 0.7511 -2.4684 -0.3762
C 0.1774 -1.2496 0.6136
C -1.2312 -0.7406 -0.1319
C -0.8228 0.2605 -1.3458
C -0.9017 1.8626 -1.0518
C 0.1020 2.5173 -2.2333
C -0.5976 2.6179 -3.7059
N -0.6913 1.2693 -4.4475
C -0.1861 2.3711 0.3306
C -0.9381 2.0770 1.7314
C -2.4484 2.6867 1.9045
Cl -2.6635 3.4849 3.6053
O -2.1778 2.5264 -1.2777
C -3.3271 1.6508 -1.4210
O -3.9547 0.9521 -0.4586
C -4.0444 1.5297 -2.9278
C -5.6549 2.2556 -2.6812
C -6.7690 1.9535 -3.9780
O -6.8307 1.2428 -2.4963
H -3.2226 -2.4298 3.2149
H -3.6004 -1.9932 5.1037
H -4.4913 -1.1011 3.6451
H -5.9303 -3.0200 5.0750
H -4.7742 -4.2820 4.2019
H -6.5791 -2.0774 2.6378
H -7.0961 -3.9468 2.7913
H -4.8166 -2.4702 0.9946
H -4.1963 -4.0137 1.9652
H -5.5503 -5.6407 0.6477
H -6.8764 -4.3238 0.2131
H -5.8241 -4.4129 -1.9668
H -4.7892 -2.9739 -1.1269
H -3.3072 -4.8451 -2.5055
H -3.9243 -6.1426 -1.2155
H -2.7651 -3.4793 0.0811
H -2.4812 -5.2522 0.6516
H -0.6769 -5.7344 -1.0745
H -0.8677 -4.1073 -2.0170
H 1.1520 -4.7031 -0.0127
H -0.1081 -4.0198 1.2189
H 0.3508 -2.3156 -1.4860
H 1.9230 -2.4623 -0.4500
H 0.9744 -0.3902 0.7098
H -0.0183 -1.7503 1.6588
H -1.6868 -1.7177 -0.6160
H -1.9955 -0.3404 0.6503
H -1.3875 -0.1077 -2.3142
H 0.3288 0.0358 -1.5779
H 1.1461 1.9668 -2.2419
H 0.2819 3.6284 -1.8616
H -1.6176 3.2188 -3.7326
H 0.1470 3.2650 -4.3800
H -0.5420 1.4004 -5.4762
H -1.6539 0.8599 -4.3520
H 0.0669 3.5377 0.3044
H 0.8802 1.8365 0.3719
H -0.9570 0.9333 2.0746
H -0.2853 2.6085 2.5806
H -2.6873 3.5296 1.1302
H -3.2080 1.7938 1.8943
H -3.5470 2.2123 -3.7332
H -4.2453 0.4264 -3.2540
H -5.7045 3.3774 -2.1221
H -5.9073 1.5528 -4.6601
H -7.2239 3.0314 -3.9624
C 3.4863 -0.5291 -2.8229
Cl 3.6380 -0.0169 -1.1378
Cl 2.0350 -1.5097 -3.0614
H 3.4258 0.3567 -3.4599
H 4.3639 -1.1202 -3.0954
C 5.8591 1.8694 -5.2295
Cl 6.0108 2.3816 -3.5444
Cl 4.4078 0.8887 -5.4680
H 5.7986 2.7552 -5.8664
H 6.7367 1.2783 -5.5020
C -0.9878 -0.2765 5.0742
Cl -1.1453 -1.7469 6.0429
Cl 0.3790 -0.3927 3.9592
H -1.9050 -0.1297 4.4988
H -0.8310 0.5742 5.7419
C 8.6309 0.0330 -2.3725
Cl 7.6774 -1.3415 -2.9441
Cl 9.6897 0.6469 -3.6480
H 7.9529 0.8303 -2.0585
H 9.2426 -0.2862 -1.5252
C 2.1854 4.0055 3.0724
Cl 2.0279 2.5352 4.0410
Cl 3.5522 3.8893 1.9573
H 1.2683 4.1524 2.4969
H 2.3422 4.8562 3.7400
C 6.3483 0.0832 1.7551
Cl 4.8894 0.6951 2.5437
Cl 6.7579 1.0526 0.3348
H 7.1789 0.1222 2.4640
H 6.1775 -0.9501 1.4434
C -3.8845 6.8933 1.7828
Cl -2.1644 7.2968 1.8424
Cl -4.4452 6.7434 0.1131
H -4.0452 5.9436 2.2987
H -4.4527 7.6836 2.2793
C 11.9004 3.0804 -1.1863
Cl 12.3117 4.6550 -0.4960
Cl 10.4758 2.3926 -0.3974
H 11.6928 3.2024 -2.2520
H 12.7452 2.4008 -1.0504
C 7.9183 -5.2611 -3.1750
Cl 8.7998 -5.9497 -1.8062
Cl 8.5819 -5.8317 -4.7108
H 6.8690 -5.5586 -3.1084
H 7.9961 -4.1719 -3.1365
C -2.0460 3.0298 7.8490
Cl -2.2035 1.5595 8.8176
Cl -0.6792 2.9136 6.7339
H -2.9631 3.1766 7.2735
H -1.8892 3.8805 8.5166
```

=====

(2)
DFT (wB97M-V/def2-TZVPD) results for 2 unconnected molecules or ions with the total composition C24H41I2N3O3P.

Summary:
E_HOMO, hartree: -0.3948
Frontier orbital gap, eV: 5.92
Charge: +1
LUMO energy, Eh: -0.1773

The geometry in XYZ format:
```
74
C24H41I2N3O3P (wB97M-V/def2-TZVPD)
C 3.5082 -0.7334 2.9941
O 2.8750 -1.3573 1.8049
C 2.8139 -2.8453 1.9749
C 1.5730 -3.4064 1.0041
C 0.1684 -3.6027 1.8655
C -1.1821 -3.2955 0.9782
C -2.3522 -2.5074 1.8334
C -1.8201 -1.1020 2.5269
C -0.8554 -0.3492 1.4266
C -0.5807 1.2511 1.7969
C 0.5487 1.8517 0.7231
C -0.0158 3.2366 -0.0040
C 1.2940 4.2014 -0.3924
C 2.1068 3.3897 -1.5716
N 1.4208 3.0827 -2.9097
C 2.5087 2.3016 -3.6292
C 2.0157 1.7739 -5.1377
C 1.1134 0.4034 -4.8220
C 1.8650 -0.5516 -3.6789
I 0.6411 -0.7739 -6.6054
N 3.8291 2.0824 -2.9221
I 5.4894 1.0510 -3.5926
C 3.6240 2.7681 -1.5869
P 4.9325 2.8162 -0.1962
N 5.1823 1.2449 0.2447
O 4.4292 3.7935 1.1990
O 6.4530 3.4324 -0.8677
H 3.0147 -1.0780 4.0082
H 3.3638 0.4381 2.8535
H 4.6781 -0.9341 2.9761
H 3.7954 -3.3068 1.5096
H 2.6503 -3.1683 3.0959
H 1.8471 -4.4721 0.5528
H 1.4821 -2.6268 0.1343
H 0.2860 -2.9127 2.8203
H 0.1367 -4.7082 2.2658
H -0.8768 -2.7708 -0.0233
H -1.6462 -4.3538 0.6897
H -3.2301 -2.2274 1.0751
H -2.8342 -3.2258 2.6312
H -1.1950 -1.2590 3.5042
H -2.7195 -0.3760 2.8250
H 0.1996 -0.8452 1.2867
H -1.4051 -0.4002 0.3683
H -0.1419 1.3316 2.8845
H -1.5719 1.8795 1.7069
H 0.7453 0.9767 -0.0514
H 1.5893 2.0190 1.2743
H -0.8031 3.7841 0.6668
H -0.4547 2.8811 -1.0551
H 0.9395 5.2880 -0.7202
H 1.8933 4.3420 0.6047
H 0.4480 3.3561 -3.2165
H 1.3065 2.5752 -5.6653
H 2.9337 1.5619 -5.8399
H 0.1172 0.7932 -4.3011
H 1.3569 -1.6233 -3.8062
H 2.9976 -0.7047 -3.9599
H 1.6923 -0.1642 -2.5814
H 4.9708 1.1445 1.2701
H 3.7395 3.2013 1.6406
H 7.1861 2.7436 -0.7483
C -6.7353 -1.9301 1.6460
C -6.3399 -0.6371 1.3046
C -6.9406 0.0154 0.2283
C -7.9446 -0.6221 -0.5011
C -8.3426 -1.9138 -0.1573
C -7.7354 -2.5698 0.9132
H -6.2646 -2.4396 2.4827
H -5.5624 -0.1378 1.8773
H -6.6275 1.0203 -0.0416
H -8.4162 -0.1120 -1.3368
H -9.1261 -2.4098 -0.7248
H -8.0419 -3.5781 1.1773
```

=====

(3)
DFT (wB97M-V/def2-TZVPD) results for a molecular structure, C21H48CrF8FeN2O17S4.

Summary:
E_HOMO (spin up / spin down), hartree: -0.4592 / -0.4595
Frontier orbital gap (spin up / spin down), eV: 7.80 / 7.95
Charge: +1
Spin multiplicity: 8
LUMO energy (spin up / spin down), Eh: -0.1727 / -0.1673

The geometry in XYZ format:
```
102
C21H48CrF8FeN2O17S4 (wB97M-V/def2-TZVPD)
Cr -24.8763 -11.9486 2.6823
Fe -22.0549 -7.0502 2.7817
N -26.7557 -12.3249 2.4157
S -28.1422 -11.2588 2.3713
O -29.4773 -11.6517 2.8346
O -28.0161 -10.3364 1.2880
F -27.6244 -10.4814 3.6951
S -27.7878 -13.4860 2.0766
O -28.5872 -13.4021 0.8596
O -28.2721 -14.4389 3.1335
F -26.5945 -14.3719 1.3962
C -23.9738 -9.5617 2.7632
O -23.5190 -8.4687 3.0186
O -23.3215 -10.5858 2.5420
O -25.1200 -9.8936 2.8344
C -21.4058 -13.0844 4.1161
F -20.9866 -11.9123 3.6593
F -20.3190 -13.7866 4.5173
F -22.2326 -12.8498 5.1692
S -22.2698 -13.9855 2.6590
O -21.8924 -13.1480 1.4967
O -21.7557 -15.3280 2.5580
N -24.0305 -13.6880 2.9250
S -24.3946 -15.1150 3.5688
O -23.4033 -15.5324 4.5817
O -25.7275 -15.1137 4.1988
C -24.4594 -16.4966 2.0365
F -23.7439 -16.1775 0.9397
F -24.0112 -17.6753 2.4123
F -25.6562 -16.5644 1.5649
C -19.8648 -7.8292 6.2778
C -21.0745 -7.9864 5.4518
C -22.3180 -8.0586 6.3254
O -20.9738 -6.8473 4.6182
H -18.9586 -8.0437 5.7114
H -19.6419 -8.4973 7.1097
H -19.8626 -6.8873 6.8264
H -21.0456 -8.8447 4.7806
H -22.4344 -7.1931 6.9777
H -22.3579 -8.9322 6.9762
H -23.1938 -7.9888 5.6803
H -20.7522 -6.0577 5.1172
C -24.5911 -3.6088 3.3133
C -23.6633 -4.3993 4.2729
C -24.2856 -4.5362 5.6766
O -23.4206 -5.7235 3.7853
H -25.4712 -4.2262 3.1333
H -24.1340 -3.4343 2.3393
H -24.7739 -2.6097 3.7089
H -22.7036 -3.8825 4.2745
H -24.2051 -3.5667 6.1681
H -23.7884 -5.3360 6.2253
H -25.2763 -4.9899 5.6476
H -24.2725 -6.1658 3.7720
C -19.3238 -8.8560 0.4742
C -19.6435 -9.3042 1.9385
C -18.5166 -8.9760 2.8805
O -20.8914 -8.7275 2.3270
H -19.9038 -9.3720 -0.2910
H -18.2663 -8.8922 0.2126
H -19.6880 -7.8289 0.4990
H -19.6577 -10.3867 1.8121
H -18.4521 -9.3187 3.9132
H -18.3876 -7.8968 2.7972
H -17.5997 -9.3139 2.3975
H -21.4026 -9.5397 2.3014
C -28.2866 -6.2516 3.4200
C -27.2636 -7.2584 2.9672
C -26.7472 -6.6137 1.6739
O -26.2254 -7.2480 3.9003
H -28.0777 -5.1970 3.2405
H -28.4082 -6.2628 4.5032
H -29.1871 -6.4293 2.8322
H -27.6883 -8.2462 2.7884
H -26.0933 -5.7439 1.7366
H -27.5909 -6.4750 0.9979
H -26.0149 -7.2469 1.1730
H -25.8263 -8.1028 3.7228
C -25.4258 -10.1346 6.5811
C -24.7620 -11.3875 6.1113
C -24.6585 -12.5395 7.1284
O -25.2500 -11.8906 4.9146
H -26.4819 -10.0801 6.3170
H -25.0013 -9.3505 5.9540
H -25.3783 -9.8998 7.6444
H -23.7701 -11.0510 5.8095
H -25.6190 -12.9453 7.4460
H -24.2603 -12.0566 8.0208
H -24.0659 -13.4227 6.8897
H -26.0930 -12.2219 5.2326
C -24.0603 -10.0553 -0.7953
C -25.2325 -10.9586 -0.3360
C -26.3040 -11.2526 -1.3537
O -24.7422 -12.0632 0.3334
H -24.4063 -9.2206 -1.4049
H -23.3567 -10.6585 -1.3689
H -23.4114 -9.6249 -0.0325
H -25.7335 -10.3359 0.4052
H -26.9164 -10.3763 -1.5663
H -27.0043 -11.9421 -0.8822
H -25.8403 -11.6193 -2.2694
H -24.4029 -12.6073 -0.3810
```

=====

(4)
DFT (wB97M-V/def2-TZVPD) results for 9 unconnected molecules or ions with the total composition C6H29NO9.

Summary:
E_HOMO, hartree: -0.3383
ΔE to the lowest compared entry with this formula, charge and spin, eV: 3.103
Frontier orbital gap, eV: 9.32
LUMO energy, Eh: 0.0040
SMILES: CCNCCCC=O.O.O.O.O.O.O.O.O

The geometry in XYZ format:
```
45
C6H29NO9 (wB97M-V/def2-TZVPD)
C 1.3997 -2.3686 0.5697
C -0.0773 -2.4280 0.9839
C -1.0096 -2.0306 -0.1175
O -1.2852 -0.8872 -0.4106
C 2.1914 -1.1681 1.1129
N 1.4356 0.0628 1.0610
C 2.3215 1.2237 1.3228
C 1.7559 2.4882 0.6290
H 1.9014 -3.2941 0.8536
H 1.4488 -2.3992 -0.5224
H -0.2532 -1.7538 1.8346
H -0.3114 -3.3988 1.4275
H -1.2616 -2.8451 -0.8059
H 3.1242 -1.1366 0.5441
H 2.3873 -1.4204 2.1578
H 1.0551 0.2468 0.1409
H 3.2225 1.0619 0.7275
H 2.4695 1.3695 2.3750
H 2.5914 3.0372 0.2125
H 1.2945 3.2056 1.3199
H 0.9428 2.3080 -0.0672
H 3.9594 0.6147 -1.6238
H 3.5857 0.5950 -3.0890
O 3.9828 1.1607 -2.4151
H -3.6178 0.5621 1.3157
H -3.6481 0.8478 -0.1715
O -4.0878 0.3246 0.5084
H -3.6349 -1.8175 -1.5739
H -3.5906 -2.8505 -2.5931
O -3.2381 -2.6959 -1.7047
H -1.7806 2.6083 -0.0849
H -2.2549 4.0576 -0.7288
O -2.1180 3.1201 -0.8472
H -2.0841 -1.6374 3.4011
H -1.2884 -0.4677 3.9109
O -1.7390 -0.7821 3.1177
H 0.7851 0.4291 -2.9559
H 0.9440 -1.1088 -3.1297
O 1.4259 -0.2752 -3.1755
H -0.8878 0.7592 -1.8447
H -1.1328 2.1075 -2.5797
O -0.8685 1.1887 -2.7113
H -1.4245 0.4683 0.7031
H -1.1256 1.5330 1.8942
O -1.5045 1.3852 1.0287
```

=====

Here are the calculated E numbers, same order: -11279.00438 -2265.13689 -6916.97458 -977.88772 (Eh).